Record 1
Here is a molecular structure, C19H20F9O2Tl at a distorted geometry from the Open Molecules 2025 dataset. Energies are from ωB97M-V/def2-TZVPD.

Summary:
Orbital gap (alpha / beta) = 4.73 / 4.34 eV
LUMO energy (alpha / beta) = 4.61 / 4.35 eV

ORCA input file:
```
! RIJCOSX wB97M-V def2-TZVPD def2/J DEFGRID3
* xyz -2 1
Tl 0.53 0.82 0.02
C -2.62 0.74 -0.73
C -1.78 1.67 -1.44
C -0.98 0.92 -2.36
H -1.69 2.73 -1.34
C -1.40 -0.45 -2.31
C -2.34 -0.56 -1.22
H -2.84 -1.46 -0.83
H -3.35 0.89 0.05
H -0.24 1.40 -3.01
H -1.00 -1.31 -2.94
C -0.09 -0.52 2.59
C -1.11 -1.30 1.99
C -0.48 -2.29 1.16
H -2.19 -1.17 2.12
C 0.93 -2.14 1.27
C 1.17 -1.01 2.12
H 2.14 -0.61 2.44
H -0.22 0.30 3.32
H -1.01 -3.08 0.59
H 1.69 -2.80 0.82
O 1.60 -0.41 -1.55
C 2.96 -2.89 -1.94
C 3.54 -1.57 -2.15
C 1.90 -3.38 -2.81
C 3.59 -3.78 -0.98
C 2.96 -0.52 -1.18
H 3.24 -1.22 -3.14
H 4.63 -1.59 -2.07
H 3.01 -0.84 -0.12
H 3.45 0.46 -1.21
H 2.30 -3.77 -3.76
H 1.15 -2.62 -3.06
H 1.38 -4.22 -2.33
H 4.47 -4.29 -1.43
H 2.88 -4.56 -0.67
H 3.94 -3.23 -0.10
F -3.88 1.91 2.28
C -2.73 2.34 2.89
F -3.12 3.22 3.82
F -2.20 1.27 3.55
C -1.74 2.88 1.75
O -1.40 1.76 1.10
C -2.69 3.80 0.80
F -3.42 4.71 1.49
F -1.94 4.48 -0.12
F -3.60 3.08 0.07
C -0.49 3.81 2.17
F -0.74 5.04 2.65
F 0.34 3.17 3.04
F 0.28 3.96 1.03
*
```



Record 2
Here is C19H20N2O4 in the gas phase at a distorted geometry from the Open Molecules 2025 dataset. Energies are from ωB97M-V/def2-TZVPD.

Summary:
SMILES string = CCCCC(=O)Nc1cccc(NC(=O)c2ccc3c(c2)OCO3)c1
Orbital gap = 8.68 eV
LUMO energy = 0.44 eV

ORCA input file:
```
! RIJCOSX wB97M-V def2-TZVPD def2/J DEFGRID3
* xyz 0 1
C -7.01 -2.74 0.03
C -5.52 -2.86 -0.27
C -4.85 -1.51 -0.54
C -4.82 -0.60 0.70
C -4.07 0.68 0.38
O -4.63 1.73 0.13
N -2.72 0.51 0.39
C -1.70 1.43 0.12
C -1.96 2.76 -0.22
C -0.90 3.61 -0.48
C 0.41 3.17 -0.42
C 0.67 1.85 -0.08
C -0.39 0.98 0.18
H -0.19 -0.05 0.44
N 1.97 1.32 0.00
C 3.17 1.95 -0.15
O 3.30 3.14 -0.35
C 4.34 1.04 0.00
C 5.51 1.60 0.50
C 6.67 0.85 0.67
C 6.62 -0.47 0.29
C 5.46 -1.03 -0.24
C 4.30 -0.30 -0.40
H 3.44 -0.75 -0.85
O 5.68 -2.35 -0.54
C 7.03 -2.60 -0.19
O 7.60 -1.42 0.34
H 7.07 -3.40 0.56
H 7.59 -2.91 -1.09
H 7.57 1.28 1.07
H 5.50 2.64 0.77
H 2.00 0.34 0.24
H 1.23 3.84 -0.62
H -1.10 4.64 -0.74
H -2.97 3.11 -0.27
H -2.38 -0.42 0.62
H -4.35 -1.12 1.53
H -5.84 -0.33 0.98
H -3.83 -1.68 -0.89
H -5.39 -0.99 -1.34
H -5.39 -3.48 -1.16
H -5.01 -3.35 0.56
H -7.45 -3.73 0.12
H -7.18 -2.21 0.96
H -7.52 -2.21 -0.77
*
```



Record 3
Here is C19H20N2O6 in the gas phase from the Open Molecules 2025 dataset. Energies are from ωB97M-V/def2-TZVPD.

Summary:
SMILES string = COc1cccc(OC)c1C(=O)OCC(=O)NC(=O)NCc1ccccc1
Orbital gap = 9.60 eV
LUMO energy = 0.75 eV

ORCA input file:
```
! RIJCOSX wB97M-V def2-TZVPD def2/J DEFGRID3
* xyz 0 1
C -1.15 -2.89 -0.20
H -0.08 -2.78 -0.34
O -1.66 -1.57 -0.13
C -2.99 -1.39 0.10
C -3.90 -2.43 0.21
C -5.23 -2.15 0.48
C -5.68 -0.85 0.63
C -4.78 0.20 0.52
C -3.43 -0.07 0.26
C -2.47 1.06 0.19
O -2.31 1.90 1.04
O -1.77 1.03 -0.96
C -0.78 2.03 -1.15
H -0.82 2.74 -0.31
C 0.63 1.47 -1.24
O 1.57 2.20 -1.51
N 0.73 0.14 -1.00
C 1.89 -0.67 -0.99
O 1.79 -1.84 -0.71
N 3.02 -0.04 -1.33
H 2.96 0.96 -1.51
C 4.31 -0.68 -1.27
C 5.13 -0.26 -0.07
C 6.02 -1.17 0.50
C 6.80 -0.81 1.58
C 6.69 0.47 2.12
C 5.81 1.37 1.56
C 5.03 1.01 0.47
H 4.35 1.73 0.05
H 5.72 2.37 1.98
H 7.30 0.75 2.97
H 7.49 -1.52 2.01
H 6.10 -2.16 0.09
H 4.13 -1.76 -1.24
H 4.86 -0.44 -2.18
H -0.13 -0.36 -0.77
H -1.00 2.57 -2.07
O -5.11 1.51 0.61
C -6.43 1.86 0.94
H -6.73 1.44 1.90
H -7.13 1.53 0.16
H -6.44 2.94 1.00
H -6.72 -0.67 0.83
H -5.93 -2.96 0.56
H -3.59 -3.46 0.10
H -1.35 -3.44 0.72
H -1.58 -3.43 -1.05
*
```



Record 4
Here is a molecular structure, C19H20N2O9P2Pd from the Open Molecules 2025 dataset. Energies are from ωB97M-V/def2-TZVPD.

Summary:
Orbital gap = 7.36 eV
LUMO energy = -0.57 eV

ORCA input file:
```
! RIJCOSX wB97M-V def2-TZVPD def2/J DEFGRID3
* xyz 0 1
Pd -0.23 -1.08 -0.47
C -1.82 3.17 -1.60
O -1.18 2.21 -0.78
C -1.69 2.04 0.47
C -2.79 2.72 0.97
C -3.19 2.54 2.28
C -2.49 1.69 3.12
C -1.40 1.00 2.62
C -1.00 1.16 1.31
N 0.11 0.39 0.83
N 1.16 0.55 1.49
C 2.31 -0.14 1.31
C 2.55 -1.02 0.22
O 1.70 -1.32 -0.69
C 3.86 -1.58 0.09
C 4.83 -1.32 0.99
C 4.62 -0.46 2.11
C 5.64 -0.20 3.03
C 5.43 0.64 4.10
C 4.18 1.25 4.25
C 3.16 1.01 3.36
C 3.36 0.15 2.27
H -2.85 2.88 -1.82
H -1.25 3.21 -2.52
H -1.81 4.16 -1.13
H -3.34 3.40 0.33
H -4.06 3.08 2.65
H -2.80 1.55 4.15
H -0.84 0.31 3.25
H 4.02 -2.24 -0.76
H 5.81 -1.78 0.87
H 6.60 -0.69 2.89
H 6.23 0.83 4.81
H 4.01 1.92 5.09
H 2.20 1.49 3.49
C -1.31 -0.20 -3.64
C -2.09 -1.44 -3.24
O -3.13 -1.70 -4.19
P -3.04 -1.25 -1.69
O -4.15 -0.17 -2.01
O -3.87 -2.59 -1.53
O -2.31 -0.83 -0.46
P -0.93 -2.86 -2.98
O -1.96 -4.11 -3.11
O 0.10 -2.91 -4.02
O -0.64 -2.82 -1.49
H -2.01 0.52 -4.06
H -0.57 -0.48 -4.39
H -0.79 0.26 -2.80
H -2.81 -2.33 -4.85
H -4.62 -0.39 -2.83
H -3.35 -3.39 -1.66
H -1.56 -4.82 -3.62
*
```



Record 5
Here is a gas-phase ion, C19H20N3 (charge +1) at a distorted geometry from the Open Molecules 2025 dataset. Energies are from ωB97M-V/def2-TZVPD.

Summary:
SMILES string = Cc1ccc([C@@H](C[N+]#N)c2c(C)n(C)c3ccccc23)cc1
Orbital gap = 5.19 eV
LUMO energy = -5.49 eV

ORCA input file:
```
! RIJCOSX wB97M-V def2-TZVPD def2/J DEFGRID3
* xyz 1 1
C -2.30 2.72 2.61
C -2.46 1.53 1.74
N -3.54 1.32 0.90
C -4.62 2.26 0.66
C -3.38 0.08 0.27
C -2.15 -0.49 0.73
C -1.78 -1.73 0.21
C -2.62 -2.38 -0.71
C -3.81 -1.79 -1.15
C -4.19 -0.53 -0.67
C -1.66 0.41 1.73
C -0.33 0.37 2.43
C 0.08 -1.07 2.78
C -0.77 -2.18 2.88
C -0.24 -3.45 3.14
C 1.15 -3.59 3.26
C 1.79 -4.93 3.42
C 1.98 -2.48 3.20
C 1.43 -1.23 2.97
H -1.55 2.58 3.38
H -1.96 3.60 2.07
H -3.24 2.96 3.10
H -5.28 1.82 -0.06
H -5.15 2.46 1.59
H -4.22 3.18 0.24
H -0.85 -2.20 0.48
H -2.36 -3.34 -1.13
H -4.51 -2.28 -1.82
H -5.10 0.00 -0.98
H -0.15 1.07 3.30
H -1.85 -2.09 2.79
H -0.89 -4.31 3.27
H 2.88 -4.83 3.46
H 1.49 -5.42 4.34
H 1.56 -5.62 2.59
H 3.07 -2.59 3.35
H 2.12 -0.37 2.99
C 0.64 1.25 1.48
N 0.79 2.68 0.98
N 0.86 3.78 0.69
H 0.51 0.69 0.54
H 1.63 1.06 1.87
*
```



Record 6
Here is C19H20N4O6 in the gas phase at a distorted geometry from the Open Molecules 2025 dataset. Energies are from ωB97M-V/def2-TZVPD.

Summary:
SMILES string = COc1cc(OC)nc(Oc2cccc3c(C)nn(CC4OCCO4)c(=O)c23)n1
Orbital gap = 8.77 eV
LUMO energy = 0.23 eV

ORCA input file:
```
! RIJCOSX wB97M-V def2-TZVPD def2/J DEFGRID3
* xyz 0 1
O -0.38 1.12 0.18
N -2.04 -2.00 -0.03
N 2.93 0.36 0.81
N 2.95 2.57 0.11
O 2.06 1.06 -1.31
O 3.54 -0.21 2.99
O 3.43 4.30 1.63
O -4.72 1.56 0.64
O -4.02 0.33 -1.17
C -0.56 -0.06 -0.15
C -1.25 -2.67 -0.84
C 2.70 1.29 -0.11
C 3.28 0.71 2.04
C 3.26 2.96 1.35
C 3.38 2.05 2.38
C 1.99 -2.28 -2.71
C 2.35 -0.97 -2.44
C 0.83 -2.80 -2.22
C 1.62 -0.21 -1.57
C 0.03 -2.10 -1.33
C 0.40 -0.77 -0.99
N -1.73 -0.70 0.28
C 3.84 -1.55 2.51
C 3.07 5.22 0.61
C -1.67 -4.08 -1.12
C -5.91 0.95 0.05
C -5.35 -0.15 -0.86
C -3.55 1.04 -0.02
C -2.82 0.05 0.94
H 3.70 2.21 3.39
H 2.60 -2.92 -3.36
H 3.24 -0.53 -2.89
H 0.59 -3.80 -2.54
H 4.48 -1.51 1.65
H 4.36 -2.13 3.26
H 2.91 -2.03 2.21
H 3.07 6.24 1.02
H 2.06 5.01 0.23
H 3.79 5.16 -0.19
H -0.86 -4.77 -0.83
H -2.57 -4.35 -0.56
H -1.86 -4.25 -2.12
H -6.46 1.67 -0.59
H -6.57 0.60 0.84
H -5.26 -1.09 -0.33
H -5.97 -0.27 -1.71
H -2.85 1.81 -0.28
H -3.57 -0.65 1.30
H -2.44 0.58 1.83
*
```



Record 7
Here is C19H20N6O5S in the gas phase at a distorted geometry from the Open Molecules 2025 dataset. Energies are from ωB97M-V/def2-TZVPD.

Summary:
SMILES string = COc1ccc(C(=O)NNC(=O)CSc2nnnn2-c2cc(OC)cc(OC)c2)cc1
Orbital gap = 9.25 eV
LUMO energy = 0.57 eV

ORCA input file:
```
! RIJCOSX wB97M-V def2-TZVPD def2/J DEFGRID3
* xyz 0 1
C 6.87 1.60 1.12
H 7.39 0.76 0.64
O 5.81 2.07 0.32
C 4.79 1.24 0.02
C 4.70 -0.09 0.43
C 3.61 -0.86 0.06
C 2.60 -0.33 -0.74
C 2.69 1.01 -1.13
C 3.77 1.78 -0.77
H 3.85 2.81 -1.07
H 1.89 1.42 -1.72
C 1.40 -1.10 -1.11
O 0.30 -0.59 -1.29
N 1.58 -2.43 -1.33
H 2.37 -2.94 -0.94
N 0.42 -3.21 -1.36
C 0.29 -4.22 -0.44
O 1.23 -4.82 -0.01
C -1.15 -4.60 -0.12
H -1.59 -5.18 -0.93
H -1.15 -5.18 0.80
S -2.24 -3.15 0.08
C -1.16 -2.10 0.93
N 0.01 -2.46 1.43
N 0.55 -1.36 1.92
N -0.19 -0.35 1.74
N -1.30 -0.76 1.12
C -2.30 0.13 0.70
C -3.61 -0.29 0.57
C -4.57 0.62 0.14
C -4.20 1.92 -0.17
C -2.87 2.33 -0.03
C -1.91 1.43 0.40
H -0.87 1.68 0.51
O -2.62 3.62 -0.36
C -1.29 4.08 -0.29
H -1.32 5.12 -0.62
H -0.90 4.03 0.74
H -0.63 3.51 -0.94
H -4.90 2.66 -0.51
O -5.84 0.14 0.04
C -6.86 1.01 -0.39
H -7.77 0.41 -0.38
H -6.67 1.37 -1.41
H -6.98 1.86 0.28
H -3.92 -1.29 0.82
H -0.38 -2.61 -1.58
H 3.55 -1.87 0.43
H 5.46 -0.53 1.06
H 7.55 2.44 1.22
H 6.52 1.29 2.10
*
```



Record 8
Here is C19H20N8O5 in the gas phase from the Open Molecules 2025 dataset. Energies are from ωB97M-V/def2-TZVPD.

Summary:
SMILES string = Nc1nc(N)c2nc(CNc3ccc(C(=O)N[C@@H](CCC(=O)O)C(=O)O)cc3)cnc2n1
Orbital gap = 7.99 eV
LUMO energy = -0.03 eV

ORCA input file:
```
! RIJCOSX wB97M-V def2-TZVPD def2/J DEFGRID3
* xyz 0 1
N -0.04 -4.40 -1.24
C -0.65 -3.21 -1.03
N -1.79 -3.23 -0.35
C -2.41 -2.06 -0.21
N -3.58 -2.02 0.46
C -4.17 -0.86 0.57
C -3.65 0.33 0.01
N -2.52 0.31 -0.66
C -1.88 -0.86 -0.76
C -0.57 -0.95 -1.36
N 0.01 -2.13 -1.48
N 0.06 0.14 -1.78
H -0.35 1.04 -1.58
H 1.05 0.08 -2.00
C -4.35 1.66 0.22
N -3.57 2.79 -0.25
C -2.22 2.82 0.02
C -1.33 3.38 -0.90
C 0.03 3.25 -0.72
C 0.54 2.55 0.38
C -0.35 2.15 1.38
C -1.70 2.30 1.22
H -2.37 1.96 1.99
H 0.03 1.70 2.29
C 1.94 2.11 0.32
O 2.80 2.62 -0.39
N 2.23 1.01 1.05
H 1.49 0.41 1.40
C 3.51 0.40 0.79
C 3.81 0.52 -0.71
O 3.05 0.15 -1.58
O 5.05 0.92 -0.95
H 5.19 1.03 -1.90
H 4.30 0.96 1.31
C 3.55 -1.06 1.26
H 3.39 -1.07 2.34
H 4.56 -1.44 1.07
C 2.55 -2.00 0.59
H 2.34 -1.67 -0.43
C 1.21 -2.10 1.29
O 0.55 -1.17 1.68
O 0.82 -3.36 1.43
H -0.08 -3.42 1.78
H 2.95 -3.01 0.53
H 0.72 3.61 -1.47
H -1.72 3.86 -1.79
H -3.77 3.04 -1.21
H -4.56 1.77 1.29
H -5.31 1.66 -0.30
H -5.10 -0.85 1.13
H 0.79 -4.42 -1.80
H -0.51 -5.24 -0.97
*
```



Record 9
Here is a molecular structure, C19H21AsN3O9SW at a distorted geometry from the Open Molecules 2025 dataset. Energies are from ωB97M-V/def2-TZVPD.

Summary:
Orbital gap = 8.22 eV
LUMO energy = -3.53 eV

ORCA input file:
```
! RIJCOSX wB97M-V def2-TZVPD def2/J DEFGRID3
* xyz 1 1
W 0.72 0.52 -0.36
O 0.30 -2.51 1.13
As 0.34 -1.30 2.45
O -0.93 -1.49 3.42
O 0.22 0.12 1.45
C 2.06 -1.46 3.24
C 2.06 -2.23 4.40
C 3.28 -2.51 5.01
C 4.46 -2.01 4.48
C 4.43 -1.22 3.34
C 3.24 -0.94 2.71
S 3.29 0.28 1.39
O 2.38 -0.47 0.28
O 2.49 1.40 1.90
O 1.69 1.83 -0.70
H 0.45 -3.40 1.47
H 1.13 -2.61 4.81
H 3.30 -3.11 5.91
H 5.40 -2.23 4.96
H 5.35 -0.81 2.94
O -1.13 -1.07 -0.63
C -2.51 -0.82 -0.96
C -3.34 -0.49 0.26
C -2.67 0.54 1.17
C -2.21 1.83 0.53
C -3.12 2.88 0.55
C -2.78 4.14 0.10
C -1.49 4.34 -0.35
C -0.64 3.26 -0.40
N -0.96 2.02 0.02
H -1.01 -1.83 -0.03
H -2.90 -1.69 -1.50
H -2.49 0.02 -1.65
H -3.54 -1.38 0.85
H -4.31 -0.12 -0.09
H -1.87 0.09 1.73
H -3.41 0.83 1.93
H -4.10 2.68 0.95
H -3.49 4.95 0.14
H -1.14 5.30 -0.70
H 0.36 3.40 -0.79
C 1.43 -1.97 -4.33
N 0.55 -0.84 -3.98
C -0.20 -0.16 -4.93
C -0.93 0.91 -4.61
C -0.98 1.41 -3.23
O -1.65 2.35 -2.88
N -0.19 0.67 -2.33
C 0.53 -0.36 -2.74
O 1.25 -0.84 -1.79
H 1.04 -2.43 -5.24
H 1.41 -2.70 -3.52
H 2.45 -1.62 -4.49
H -0.16 -0.57 -5.93
H -1.51 1.43 -5.35
*
```



Record 10
Here is a gas-phase ion, C19H21Cl2N2O2 (charge +1) at a distorted geometry from the Open Molecules 2025 dataset. Energies are from ωB97M-V/def2-TZVPD.

Summary:
SMILES string = CCN1C=[N+](CC)[C@@H](c2ccc(O)cc2Cl)[C@H]1c1ccc(O)cc1Cl
Orbital gap = 8.53 eV
LUMO energy = -2.93 eV

ORCA input file:
```
! RIJCOSX wB97M-V def2-TZVPD def2/J DEFGRID3
* xyz 1 1
Cl 1.77 -1.03 -2.97
Cl -0.84 -2.99 -1.99
O 5.08 -1.22 0.90
O 0.05 -4.69 2.74
C -1.43 2.07 0.03
C 3.14 0.04 1.28
C -0.35 -2.39 2.51
C 3.49 -0.97 -0.89
C -0.35 -3.79 0.56
C 1.90 0.50 0.80
C -0.58 -1.24 1.74
C 2.26 -0.55 -1.35
C -0.61 -2.68 -0.25
C 3.92 -0.71 0.42
C -0.22 -3.64 1.94
C 1.47 0.27 -0.52
C -0.74 -1.38 0.34
N -1.99 0.80 0.10
N -0.27 2.06 -0.53
C -4.28 0.98 -0.77
C 0.21 4.20 -1.75
C -3.38 0.53 0.43
C 0.68 3.21 -0.66
C 0.11 0.72 -1.01
C -1.10 -0.19 -0.52
H 5.61 -1.61 0.19
H 0.05 -5.54 2.29
H -1.92 2.95 0.41
H 3.58 0.30 2.23
H -0.24 -2.30 3.58
H 4.12 -1.50 -1.57
H -0.27 -4.77 0.08
H 1.24 1.06 1.49
H -0.71 -0.29 2.25
H -5.32 0.70 -0.53
H -3.96 0.46 -1.71
H -4.19 2.05 -0.92
H -0.73 4.68 -1.47
H 0.08 3.62 -2.66
H 0.96 4.98 -1.88
H -3.69 1.12 1.31
H -3.57 -0.52 0.62
H 1.64 2.87 -0.98
H 0.76 3.70 0.29
H 0.13 0.69 -2.12
H -1.53 -0.56 -1.46
*
```